# 1
The following is a quantum chemistry calculation of C37H30BrF7N5O5S2Sb2Ti as an isolated structure, from the Open Molecules 2025 dataset.

Last column: Löwdin charge in e.
CARTESIAN COORDINATES (ANGSTROEM)
Ti  -2.122  2.017  -0.233  0.955
C  -1.078  -2.009  -1.214  -0.388
C  -0.729  -2.450  0.207  -0.347
C  -0.156  -1.374  1.124  -0.372
Sb  1.957  -0.969  1.002  1.550
C  1.986  0.192  2.811  -0.386
C  2.057  1.578  2.677  -0.170
C  2.070  2.405  3.793  -0.113
C  2.020  1.849  5.063  -0.108
C  1.947  0.470  5.212  -0.098
C  1.930  -0.352  4.092  -0.122
C  2.556  -2.849  1.891  -0.400
C  1.696  -3.736  2.536  -0.133
C  2.160  -4.943  3.045  -0.093
C  3.498  -5.286  2.917  -0.108
C  4.368  -4.419  2.272  -0.106
C  3.896  -3.217  1.761  -0.151
Sb  0.176  -1.942  -2.980  1.461
C  1.843  -0.703  -2.466  -0.454
C  1.593  0.633  -2.159  -0.186
C  2.640  1.496  -1.869  -0.098
C  3.950  1.040  -1.904  -0.108
C  4.210  -0.282  -2.240  -0.112
C  3.161  -1.149  -2.519  -0.167
C  1.185  -3.822  -2.706  -0.403
C  1.141  -4.765  -3.730  -0.154
C  1.774  -5.996  -3.600  -0.105
C  2.462  -6.302  -2.436  -0.101
C  2.520  -5.373  -1.406  -0.079
C  1.889  -4.145  -1.545  -0.137
H  -1.578  -1.038  -1.194  0.018
H  -1.831  -2.704  -1.604  0.038
H  -0.104  -3.348  0.206  0.072
H  -1.681  -2.766  0.652  0.107
H  -0.645  -0.416  0.944  0.014
H  -0.344  -1.634  2.169  0.048
H  2.077  2.022  1.686  0.092
H  2.102  3.479  3.667  0.103
H  2.023  2.490  5.936  0.099
H  1.901  0.033  6.202  0.097
H  1.883  -1.428  4.223  0.087
H  0.646  -3.495  2.643  0.088
H  1.472  -5.618  3.540  0.098
H  3.860  -6.227  3.312  0.095
H  5.414  -4.680  2.162  0.097
H  4.585  -2.555  1.245  0.088
H  0.578  1.010  -2.123  0.061
H  2.425  2.526  -1.612  0.107
H  4.767  1.713  -1.674  0.096
H  5.231  -0.642  -2.278  0.096
H  3.381  -2.180  -2.771  0.088
H  0.604  -4.540  -4.646  0.080
H  1.730  -6.714  -4.410  0.095
H  2.956  -7.261  -2.332  0.095
H  3.059  -5.597  -0.492  0.097
H  1.966  -3.426  -0.737  0.057
F  -3.931  4.602  2.186  0.139
C  -2.953  5.503  2.159  -0.672
F  -3.326  6.502  1.352  0.133
F  -2.783  5.990  3.388  0.138
S  -1.373  4.768  1.539  0.597
O  -1.838  4.120  0.304  -0.392
O  -0.522  5.900  1.377  -0.248
N  -0.854  3.790  2.613  -0.372
S  -1.265  2.217  2.661  1.009
O  -0.556  1.699  0.068  -0.408
O  -2.528  1.974  1.868  -0.529
C  -2.035  2.251  4.362  -0.739
F  -2.401  1.002  4.666  0.119
F  -1.159  2.670  5.273  0.125
F  -3.107  3.035  4.414  0.132
O  -1.706  1.677  -2.264  -0.268
N  -2.647  1.288  -3.064  0.002
C  -2.321  1.218  -4.320  -0.309
C  -1.024  1.578  -4.823  -0.188
N  0.000  1.877  -5.250  0.175
C  -3.334  0.790  -5.238  -0.187
N  -4.137  0.457  -5.990  0.141
F  -3.218  0.553  -0.238  -0.391
Br  -6.898  4.888  -4.422  0.754
C  -5.647  4.209  -3.182  -0.683
C  -5.879  2.998  -2.560  -0.089
C  -4.926  2.538  -1.668  -0.111
N  -3.816  3.219  -1.376  -0.007
C  -3.612  4.388  -1.984  -0.103
C  -4.497  4.925  -2.901  -0.090
H  -6.762  2.412  -2.772  0.107
H  -5.032  1.577  -1.181  0.111
H  -2.701  4.911  -1.726  0.117
H  -4.288  5.870  -3.379  0.105

Energy = -203472.547 eV
Highest occupied orbital energy = -0.219 hartree
HOMO-LUMO gap = 0.2937 Ha
Net charge = -1
Max |F| = 0.43 eV/A
ΔE to the lowest compared entry with this formula, charge and spin = 0.4943 eV
Multiplicity = 1

---

# 2
The following is a quantum chemistry calculation of C37H30Co2NO6Si as an isolated structure, from the Open Molecules 2025 dataset.

Last column: Löwdin charge in e.
CARTESIAN COORDINATES (ANGSTROEM)
O  0.840  3.705  -2.370  0.085
C  1.218  2.677  -2.745  -0.119
Co  1.772  1.098  -3.315  0.062
C  0.762  1.050  -4.757  -0.144
O  0.155  1.089  -5.742  0.116
C  3.246  1.336  -4.428  -0.229
O  3.859  2.007  -5.162  0.067
C  2.501  0.034  -2.069  -0.249
C  1.129  -0.135  -2.134  -0.237
C  0.120  -0.983  -1.807  -0.093
C  -0.973  -1.078  -2.805  -0.232
C  -1.990  -0.109  -2.865  -0.043
C  -2.880  -0.081  -3.936  -0.095
C  -2.759  -1.014  -4.975  -0.115
C  -1.769  -2.000  -4.913  -0.101
C  -0.900  -2.049  -3.827  -0.047
Co  3.690  -0.645  -3.522  0.001
C  5.370  -0.590  -4.049  -0.177
O  6.470  -0.541  -4.400  0.090
C  2.783  -1.515  -4.776  -0.131
O  2.185  -2.053  -5.608  0.101
C  4.026  -1.953  -2.395  -0.171
O  4.211  -2.770  -1.597  0.105
H  3.007  0.321  -1.147  0.041
H  0.295  -1.803  -1.120  0.057
H  -2.043  0.618  -2.050  0.091
H  -3.663  0.680  -3.969  0.094
H  -3.425  -0.961  -5.839  0.090
H  -1.661  -2.728  -5.718  0.097
H  -0.105  -2.797  -3.766  0.110
C  3.772  1.191  1.962  -0.082
C  2.967  2.098  2.656  -0.093
C  1.574  1.955  2.658  -0.096
C  0.972  0.902  1.950  -0.225
Si  -0.793  0.381  2.244  0.736
C  -1.238  1.018  3.944  -0.231
C  -2.392  1.793  4.131  -0.080
C  -2.661  2.372  5.376  -0.092
C  -1.793  2.166  6.454  -0.100
C  -0.656  1.370  6.281  -0.090
C  -0.382  0.794  5.035  -0.095
C  -2.098  0.885  1.025  -0.257
C  -1.978  2.101  0.341  -0.084
C  -3.038  2.560  -0.449  -0.089
C  -4.195  1.787  -0.604  -0.101
C  -4.291  0.546  0.032  -0.088
C  -3.244  0.093  0.844  -0.094
C  -0.773  -1.496  2.098  -0.375
C  0.242  -2.180  3.032  -0.177
C  0.701  -3.431  2.254  -0.157
C  0.212  -3.255  0.808  -0.195
N  -0.451  -1.939  0.743  -0.100
C  1.780  0.099  1.138  -0.086
C  3.175  0.182  1.199  -0.082
H  4.860  1.268  1.991  0.100
H  3.422  2.913  3.219  0.095
H  0.948  2.640  3.234  0.102
H  -3.072  1.956  3.291  0.099
H  -3.552  2.988  5.501  0.097
H  -2.003  2.622  7.423  0.097
H  0.027  1.201  7.114  0.098
H  0.515  0.182  4.909  0.104
H  -1.064  2.691  0.444  0.109
H  -2.961  3.532  -0.939  0.105
H  -5.021  2.148  -1.221  0.101
H  -5.181  -0.074  -0.090  0.101
H  -3.335  -0.872  1.348  0.095
H  -1.794  -1.802  2.397  0.100
H  1.101  -1.519  3.213  0.089
H  -0.209  -2.405  4.006  0.108
H  1.788  -3.549  2.292  0.104
H  0.246  -4.326  2.688  0.098
H  1.048  -3.279  0.098  0.101
H  -0.480  -4.065  0.524  0.112
H  -1.252  -1.913  0.115  0.105
H  1.304  -0.608  0.455  0.084
H  3.783  -0.534  0.641  0.104

Energy = -135761.811 eV
Highest occupied orbital energy = -0.153 hartree
HOMO-LUMO gap = 0.2383 Ha
Net charge = -1
Max |F| = 3.87 eV/A
ΔE to the lowest compared entry with this formula, charge and spin = 0.0000 eV
Multiplicity = 1

---

# 3
The following is a quantum chemistry calculation of C37H30F5IN3O3PV as an isolated structure, from the Open Molecules 2025 dataset.

Last column: Mulliken spin population.
CARTESIAN COORDINATES (ANGSTROEM)
V  -0.178  -1.138  -0.693  2.119
I  -2.811  -0.446  -1.587  -0.035
C  -3.842  -1.157  0.072  -0.009
C  -4.784  -2.096  -0.214  0.004
C  -5.649  -2.537  0.808  0.002
C  -5.556  -1.970  2.039  -0.002
C  -4.574  -0.990  2.336  0.001
C  -4.566  -0.401  3.620  -0.001
C  -3.640  0.543  3.930  -0.001
C  -2.635  0.856  2.996  -0.009
C  -2.558  0.309  1.736  0.001
P  -0.925  0.639  0.803  0.101
C  0.154  0.330  2.254  -0.087
C  0.629  -0.975  2.209  0.005
C  1.398  -1.526  3.217  0.008
C  1.729  -0.733  4.306  0.000
C  1.297  0.586  4.355  0.001
C  0.516  1.118  3.339  -0.003
C  -1.317  2.277  0.059  -0.022
C  -2.219  3.150  0.658  -0.002
C  -2.582  4.339  0.035  0.001
C  -2.070  4.659  -1.209  -0.001
C  -1.178  3.787  -1.825  0.008
C  -0.795  2.616  -1.195  0.030
C  -3.617  -0.587  1.358  -0.017
H  -4.881  -2.492  -1.215  0.000
H  -6.391  -3.293  0.593  0.000
H  -6.242  -2.257  2.826  0.000
H  -5.313  -0.711  4.340  0.000
H  -3.636  1.019  4.902  0.000
H  -1.870  1.544  3.323  0.000
H  0.416  -1.584  1.331  0.001
H  1.738  -2.550  3.143  0.000
H  2.332  -1.136  5.108  0.000
H  1.572  1.214  5.192  0.000
H  0.208  2.154  3.411  0.001
H  -2.664  2.915  1.613  0.000
H  -3.276  5.007  0.529  0.000
H  -2.358  5.581  -1.697  0.000
H  -0.762  4.030  -2.794  0.000
H  -0.069  1.972  -1.674  -0.009
C  5.015  0.369  -2.018  -0.001
C  3.583  0.798  -1.771  0.003
O  2.735  0.523  -2.604  0.001
C  3.260  1.604  -0.580  0.004
C  4.268  2.464  -0.124  -0.004
C  4.036  3.450  0.811  0.006
C  2.740  3.592  1.289  -0.003
C  1.741  2.724  0.894  0.005
C  1.969  1.660  0.006  0.008
O  1.005  0.764  -0.213  -0.014
H  5.020  -0.374  -2.813  0.000
H  5.486  -0.028  -1.118  0.000
H  5.610  1.219  -2.354  0.000
H  5.258  2.382  -0.553  0.000
H  4.829  4.110  1.131  0.000
H  2.502  4.388  1.984  0.000
H  0.748  2.880  1.280  -0.001
F  0.066  -3.935  -1.625  0.002
C  -0.852  -3.151  -0.934  -0.064
F  -2.039  -3.385  -1.590  0.006
C  -1.021  -3.827  0.438  0.010
F  0.177  -4.053  0.997  0.003
F  -1.704  -4.963  0.430  0.000
F  -1.683  -2.959  1.246  0.008
C  3.606  -3.149  -2.316  0.000
N  2.530  -2.366  -2.934  -0.001
C  2.414  -2.178  -4.276  0.005
C  1.420  -1.440  -4.806  0.001
C  0.468  -0.870  -3.914  0.031
N  0.533  -1.140  -2.612  -0.049
C  1.615  -1.794  -2.123  -0.040
O  1.677  -1.908  -0.868  -0.009
N  -0.484  -0.059  -4.363  0.008
H  4.280  -3.479  -3.102  0.000
H  3.180  -4.005  -1.801  0.000
H  4.143  -2.530  -1.602  -0.001
H  3.176  -2.645  -4.884  0.000
H  1.364  -1.269  -5.870  0.000
H  -0.588  0.112  -5.347  0.000
H  -1.115  0.405  -3.732  0.001

Energy = -106129.013 eV
Highest occupied orbital energy (alpha / beta) = -0.375 / -0.377 hartree
HOMO-LUMO gap (alpha / beta) = 0.2557 / 0.2693 Ha
Net charge = +1
Max |F| = 1.79 eV/A
ΔE to the lowest compared entry with this formula, charge and spin = 2.9820 eV
Multiplicity = 3